No. 1
{
  "formula": "C13H23N4O13V",
  "method": "ωB97M-V/def2-TZVPD",
  "species": ["O", "V", "O", "O", "C", "C", "O", "H", "H", "H", "H", "C", "C", "O", "H", "H", "H", "H", "H", "C", "N", "O", "O", "H", "H", "H", "C", "N", "O", "O", "H", "H", "H", "C", "N", "O", "O", "H", "H", "H", "C", "C", "C", "C", "C", "C", "N", "O", "O", "H", "H", "H", "H", "H"],
  "xyz": [[1.95072, -0.02285, -0.74521], [1.46459, -0.23033, 0.69241], [-0.08165, 0.32932, 0.81787], [2.58783, -1.43362, 2.27043], [3.73654, -0.65198, 2.52721], [3.57464, 0.91515, 2.52455], [2.68287, 1.49659, 1.62422], [4.48398, -0.86972, 1.76431], [4.29125, -1.05453, 3.37477], [4.54291, 1.41565, 2.51682], [3.26795, 1.08460, 3.55669], [-1.97930, -2.62789, -0.37130], [-0.52174, -2.78187, -0.81075], [0.36832, -2.39157, 0.22482], [-2.60574, -2.69531, -1.26077], [-2.19601, -1.71734, 0.18729], [-2.16710, -3.50164, 0.25272], [-0.32990, -2.08498, -1.62661], [-0.26475, -3.82338, -1.00393], [-0.62234, 3.38593, 2.80318], [-0.88810, 3.54367, 4.28355], [-1.44823, 2.58852, 4.85013], [-0.53258, 4.56903, 4.81761], [-1.03118, 4.25091, 2.28090], [-1.16917, 2.52583, 2.41680], [0.46047, 3.30629, 2.70682], [4.53825, -2.17541, -1.01625], [3.61439, -3.33882, -0.99104], [3.43126, -3.95509, 0.00805], [3.03184, -3.57731, -2.05658], [4.18130, -1.58411, -1.85949], [5.50489, -2.61356, -1.26469], [4.54198, -1.60304, -0.08863], [-3.02347, -1.07674, 2.98570], [-2.68092, -2.44667, 3.26649], [-3.50599, -3.10520, 3.96170], [-1.56251, -2.89957, 2.87583], [-2.31696, -0.63564, 2.28257], [-2.93974, -0.61752, 3.97070], [-4.00676, -1.03617, 2.51710], [-1.66024, 1.06806, -2.25280], [-2.87660, 1.73260, -2.51551], [-3.04402, 2.33980, -3.78723], [-2.00028, 2.33540, -4.69106], [-0.82995, 1.58475, -4.46485], [-0.62697, 1.04166, -3.20515], [-2.10035, 3.08995, -5.97749], [-3.17017, 3.57692, -6.28765], [-1.06272, 3.22953, -6.68135], [-1.59978, 0.61019, -1.27653], [-3.71557, 1.64391, -1.84122], [-3.95602, 2.81051, -4.12351], [-0.04909, 1.51050, -5.20724], [0.30995, 0.56657, -2.95442]],
  "lumo_ev": 3.15,
  "homo_lumo_gap_ev": 4.39,
  "total_charge": -2,
  "homo_energy_ev": -1.244,
  "e_tot_ha": -2649.8926,
  "de_lowest_kj_mol": 140.7
}

No. 2
{
  "formula": "C11H18BN8S3SbSe4Tc",
  "method": "ωB97M-V/def2-TZVPD",
  "species": ["Tc", "Se", "Sb", "Se", "Se", "Se", "C", "C", "N", "N", "C", "S", "N", "N", "H", "H", "H", "H", "H", "H", "C", "N", "C", "C", "N", "B", "N", "C", "C", "N", "C", "C", "S", "C", "S", "H", "H", "H", "H", "H", "H", "H", "H", "H", "H", "H", "H"],
  "xyz": [[-0.00625, 0.73097, -0.18408], [-5.20699, 2.55661, -0.23946], [-2.93318, 3.23013, -0.58440], [-1.19027, 2.30252, 1.05251], [-1.39969, 1.54522, -1.80068], [-2.47881, 5.47039, -1.21057], [-5.69338, -0.51969, 1.97909], [-4.28895, -0.69649, 2.42966], [-3.89101, -0.91383, 3.64520], [-2.52423, -0.98251, 3.53807], [-2.08058, -0.78002, 2.29990], [-0.46447, -0.78383, 1.78846], [-3.20101, -0.63148, 1.57835], [-3.19719, -0.37294, 0.21398], [-6.36053, -0.78984, 2.79328], [-5.90708, -1.14341, 1.10891], [-5.87056, 0.51643, 1.69253], [-1.95742, -1.10732, 4.35846], [-4.08121, 0.02520, -0.10071], [-2.92154, -1.19702, -0.30710], [0.27779, -0.64260, -4.36922], [1.54493, -0.84859, -3.67751], [2.79817, -0.74359, -4.25682], [3.69630, -1.00839, -3.28946], [3.00861, -1.26923, -2.12061], [3.65019, -1.63840, -0.72830], [3.15195, -0.67874, 0.48655], [3.51412, -0.99763, 1.76144], [3.16438, 0.02404, 2.58355], [2.57836, 0.97624, 1.80246], [2.20089, 2.30070, 2.28002], [2.53832, 0.52247, 0.51709], [2.06733, 1.51104, -0.87761], [1.69135, -1.17213, -2.38484], [0.44521, -1.43269, -1.16617], [0.26605, -1.22941, -5.28622], [0.13562, 0.40891, -4.60216], [-0.52811, -0.97474, -3.72382], [2.92528, -0.46199, -5.28844], [4.77181, -1.01913, -3.31713], [4.84073, -1.44029, -0.79651], [3.31546, -2.75019, -0.42841], [3.98659, -1.94034, 1.98255], [3.26207, 0.14398, 3.64953], [3.06391, 2.75505, 2.76632], [1.38123, 2.22625, 2.99027], [1.90581, 2.92032, 1.44207]],
  "lumo_ev": [-1.47, -1.78],
  "s_squared": 3.797,
  "homo_lumo_gap_ev": [5.80, 5.50],
  "total_charge": 0,
  "spin_multiplicity": 4,
  "homo_energy_ev": [-7.270, -7.282],
  "e_tot_ha": -12014.3146
}

No. 3
{
  "formula": "C26H26MnN10",
  "method": "ωB97M-V/def2-TZVPD",
  "species": ["Mn", "C", "N", "C", "C", "C", "C", "C", "C", "N", "C", "C", "C", "C", "C", "C", "N", "C", "C", "C", "C", "C", "N", "H", "H", "H", "H", "H", "H", "H", "H", "H", "H", "H", "H", "H", "H", "H", "H", "H", "H", "N", "C", "N", "C", "N", "N", "C", "N", "C", "C", "C", "C", "C", "N", "H", "H", "H", "H", "H", "H", "H", "H"],
  "xyz": [[-0.12215, -0.18966, 0.06135], [0.46615, 3.06637, 0.50097], [-0.69426, 2.17201, 0.62441], [-1.26957, 2.21371, 1.97764], [-1.56265, 0.85391, 2.55761], [-2.22957, 0.76560, 3.77591], [-2.50301, -0.47729, 4.31788], [-2.10919, -1.60760, 3.61002], [-1.43106, -1.44193, 2.41909], [-1.14280, -0.23525, 1.90301], [-1.69939, 2.51966, -0.39638], [-2.54751, 1.34451, -0.79963], [-3.83004, 1.51507, -1.31087], [-4.56929, 0.40646, -1.69031], [-4.00664, -0.85502, -1.52949], [-2.72547, -0.94754, -1.02172], [-1.99406, 0.12803, -0.68335], [1.28068, 2.72745, -0.71794], [1.87249, 3.72132, -1.48380], [2.72115, 3.36965, -2.52115], [2.96144, 2.02199, -2.74224], [2.30624, 1.09205, -1.95207], [1.45950, 1.42177, -0.97162], [1.12109, 2.92608, 1.36777], [0.16378, 4.12131, 0.47258], [-2.20035, 2.79652, 1.99415], [-0.57850, 2.71951, 2.66035], [-2.51978, 1.67284, 4.28240], [-3.01894, -0.56068, 5.26221], [-2.32346, -2.59514, 3.98354], [-1.10209, -2.30900, 1.85364], [-1.18016, 2.87941, -1.29169], [-2.34822, 3.33639, -0.05343], [-4.24105, 2.50773, -1.40922], [-5.56534, 0.51938, -2.09335], [-4.55244, -1.74825, -1.79220], [-2.26362, -1.92208, -0.87703], [1.67676, 4.75862, -1.26429], [3.19071, 4.12359, -3.13278], [3.63490, 1.69193, -3.51663], [2.49640, 0.04061, -2.11551], [1.70716, -0.44724, 2.98555], [1.98768, -1.38328, 2.07916], [2.78602, -2.36051, 2.43709], [3.13372, -3.28903, 1.54083], [3.92804, -4.27376, 1.88099], [2.67579, -3.20839, 0.26464], [1.85078, -2.25201, -0.03152], [1.41153, -1.28983, 0.82986], [1.35979, -2.15801, -1.41636], [1.93151, -2.90453, -2.44109], [1.49081, -2.70429, -3.74143], [0.49102, -1.76796, -3.96807], [-0.03379, -1.07174, -2.89065], [0.37996, -1.25756, -1.63589], [2.18442, -0.51089, 3.87296], [1.28865, 0.42605, 2.70461], [4.27072, -4.33955, 2.83035], [4.20036, -4.97424, 1.20475], [2.71113, -3.61084, -2.20229], [1.91782, -3.26233, -4.55994], [0.11338, -1.57683, -4.95940], [-0.80713, -0.32730, -3.04195]],
  "lumo_ev": [-10.94, -9.81],
  "s_squared": 6.069,
  "homo_lumo_gap_ev": [6.85, 7.97],
  "total_charge": 3,
  "spin_multiplicity": 5,
  "homo_energy_ev": [-17.783, -17.785],
  "e_tot_ha": -2704.1987
}

No. 4
{
  "formula": "C5H4O",
  "method": "ωB97M-V/def2-TZVPD",
  "species": ["C", "C", "C", "C", "C", "O", "H", "H", "H", "H"],
  "xyz": [[3.14860, 1.14298, 0.49962], [2.11861, 0.68013, 0.06711], [0.86553, 0.12906, -0.13114], [-0.23416, -0.36267, -0.15990], [-1.57741, -0.91577, -0.24204], [-2.52052, 0.04692, -0.66127], [4.02212, 1.53348, 0.95965], [-1.55881, -1.70360, -0.99539], [-1.82211, -1.35563, 0.73343], [-2.44185, 0.80511, -0.07007]],
  "smiles": "C#CC#CCO",
  "lumo_ev": 0.72,
  "homo_lumo_gap_ev": 10.24,
  "total_charge": 0,
  "homo_energy_ev": -9.519,
  "e_tot_ha": -268.0201,
  "de_lowest_kj_mol": 242.1
}

No. 5
{
  "formula": "C4H8NOS",
  "method": "ωB97M-V/def2-TZVPD",
  "species": ["C", "C", "O", "N", "C", "C", "S", "H", "H", "H", "H", "H", "H", "H", "H"],
  "xyz": [[-1.75995, 0.96541, -0.54554], [-0.70026, 0.32996, 0.24799], [-0.01665, 1.09640, 1.04019], [-0.19490, -0.83228, -0.08336], [1.08395, -1.37771, 0.42393], [2.27902, -0.75368, 0.37069], [2.59516, 0.71604, -0.43871], [-1.66565, 0.56007, -1.54428], [-1.46790, 1.97057, -0.41196], [-2.72082, 0.57823, -0.12091], [-0.42023, 1.93435, 1.33947], [-0.71753, -1.46038, -0.66214], [0.94851, -2.43748, 0.84949], [3.02232, -1.42797, 0.56752], [3.84375, 0.63214, -0.28714]],
  "smiles": "C/C(O)=[NH+]/C=C\\S",
  "lumo_ev": -3.91,
  "homo_lumo_gap_ev": 8.91,
  "total_charge": 1,
  "homo_energy_ev": -12.814,
  "e_tot_ha": -685.1008,
  "de_lowest_kj_mol": 68.1
}

No. 6
{
  "formula": "C3HAlO2",
  "method": "ωB97M-V/def2-TZVPD",
  "species": ["C", "C", "O", "C", "O", "H", "Al"],
  "xyz": [[0.37386, 1.44337, 0.89566], [0.95063, 0.35682, 0.74528], [0.80189, -0.76258, 0.05878], [-0.46357, -0.91156, -0.71564], [-1.17639, 0.05995, -0.60569], [0.14247, 2.49165, 0.83024], [-0.62888, -2.67765, -1.20862]],
  "lumo_ev": [-6.92, -9.04],
  "s_squared": 0.758,
  "homo_lumo_gap_ev": [7.07, 4.86],
  "total_charge": 1,
  "spin_multiplicity": 2,
  "homo_energy_ev": [-13.994, -13.902],
  "e_tot_ha": -507.3331,
  "de_lowest_kj_mol": 257.6
}

No. 7
{
  "formula": "C4H8O2",
  "method": "ωB97M-V/def2-TZVPD",
  "species": ["C", "C", "O", "C", "C", "O", "H", "H", "H", "H", "H", "H", "H", "H"],
  "xyz": [[-1.69721, -0.59729, 1.50576], [-0.28091, -0.16485, 1.51385], [0.33701, -0.68323, 0.46420], [1.26775, 0.31033, -0.01301], [0.72215, 0.73382, -1.36528], [0.95893, -0.23863, -2.35897], [-1.99689, -1.23244, 0.66477], [-2.23260, 0.36585, 1.45274], [-1.94565, -1.02042, 2.47900], [1.18661, 1.07726, 0.76532], [2.28174, -0.08324, -0.09055], [1.20741, 1.65367, -1.69799], [-0.35736, 0.93992, -1.26144], [0.54902, -1.06075, -2.05838]],
  "lumo_ev": 0.92,
  "homo_lumo_gap_ev": 9.41,
  "total_charge": 0,
  "homo_energy_ev": -8.489,
  "e_tot_ha": -307.5625,
  "de_lowest_kj_mol": 393.6
}

No. 8
{
  "formula": "C53H40BrCl3F4N4P3S2SeSiSn",
  "method": "ωB97M-V/def2-TZVPD",
  "species": ["Sn", "S", "P", "C", "P", "S", "C", "C", "C", "C", "C", "C", "C", "C", "C", "C", "C", "C", "C", "C", "C", "C", "C", "C", "C", "C", "C", "C", "C", "C", "H", "H", "H", "H", "H", "H", "H", "H", "H", "H", "H", "H", "H", "H", "H", "H", "H", "H", "H", "H", "F", "C", "C", "F", "C", "F", "C", "P", "C", "C", "C", "C", "C", "C", "C", "C", "C", "C", "C", "C", "C", "Br", "C", "F", "H", "H", "H", "H", "H", "H", "H", "H", "H", "H", "Cl", "Si", "Cl", "Cl", "Se", "N", "C", "C", "C", "C", "C", "C", "N", "H", "H", "H", "H", "C", "N", "C", "C", "N", "C", "H", "H", "H", "H", "H", "H"],
  "xyz": [[-0.25970, -0.79156, 0.05951], [0.83614, 2.88214, -1.82307], [-0.87441, 2.72276, -0.83864], [-1.18425, 1.34417, 0.16790], [-1.04748, 1.57093, 1.87150], [-0.19206, -0.03740, 2.72682], [-2.70060, 1.62979, 2.67754], [-3.77003, 1.07423, 1.98086], [-5.02934, 0.98745, 2.56130], [-5.22762, 1.45317, 3.85355], [-4.15266, 1.94939, 4.57866], [-2.89176, 2.02308, 4.00201], [-0.11345, 3.01554, 2.49522], [-0.64512, 4.12109, 3.14854], [0.19645, 5.13497, 3.59136], [1.56312, 5.06259, 3.37154], [2.09925, 3.96878, 2.70097], [1.26515, 2.95014, 2.27117], [-1.22155, 4.30814, 0.02946], [-2.49395, 4.58936, 0.52503], [-2.75145, 5.80421, 1.14400], [-1.74043, 6.74568, 1.28208], [-0.47016, 6.46774, 0.79480], [-0.21396, 5.25809, 0.16298], [-2.26137, 2.77956, -2.06164], [-2.05240, 3.25489, -3.35328], [-3.09278, 3.27165, -4.27596], [-4.35244, 2.80851, -3.91650], [-4.56876, 2.33183, -2.62977], [-3.52669, 2.31680, -1.70937], [-3.58977, 0.69586, 0.98265], [-5.85300, 0.55467, 2.00511], [-6.21431, 1.41923, 4.30095], [-4.29583, 2.27385, 5.60315], [-2.04884, 2.36496, 4.58842], [-1.71218, 4.20582, 3.29801], [-0.22116, 5.98963, 4.11200], [2.21123, 5.86073, 3.71544], [3.16660, 3.90772, 2.52019], [1.66592, 2.08542, 1.75566], [-3.29046, 3.86028, 0.43025], [-3.74391, 6.01417, 1.52692], [-1.94342, 7.68922, 1.77541], [0.32524, 7.19441, 0.91282], [0.76687, 5.03369, -0.23692], [-1.06089, 3.59748, -3.62586], [-2.91999, 3.64648, -5.27874], [-5.16542, 2.81787, -4.63406], [-5.54892, 1.96963, -2.34143], [-3.68799, 1.92647, -0.71199], [8.22570, 0.02942, -0.16464], [6.99560, -0.45842, 0.00158], [6.82383, -1.75703, 0.43642], [7.89432, -2.51179, 0.69484], [5.54987, -2.25707, 0.60425], [5.44848, -3.51297, 1.04382], [4.41304, -1.49841, 0.33738], [2.69263, -2.17956, 0.66178], [3.04312, -2.37476, 2.45905], [3.09653, -1.15973, 3.14658], [3.26385, -1.13407, 4.52114], [3.38232, -2.32537, 5.22577], [3.36355, -3.53205, 4.54592], [3.19598, -3.56142, 3.16704], [2.89129, -3.74331, -0.27512], [3.33529, -3.58999, -1.59451], [3.40560, -4.67597, -2.45287], [3.01833, -5.93567, -2.01017], [2.54989, -6.09128, -0.71582], [2.47314, -5.00260, 0.14456], [4.61290, -0.18908, -0.10523], [3.16030, 0.92893, -0.58370], [5.89142, 0.32114, -0.26533], [6.08789, 1.57164, -0.69302], [2.98119, -0.22835, 2.60170], [3.27812, -0.18352, 5.04061], [3.48487, -2.31074, 6.30432], [3.46322, -4.46402, 5.08935], [3.19265, -4.51268, 2.65663], [3.61945, -2.60501, -1.95192], [3.75341, -4.53614, -3.46973], [3.07162, -6.78721, -2.67829], [2.22055, -7.06361, -0.37069], [2.05450, -5.14276, 1.13207], [-1.01052, -5.25161, 0.51268], [-0.47269, -3.57420, 1.78936], [-2.52301, -2.96290, 2.26538], [-0.17202, -4.71800, 3.57218], [-3.92548, -2.02517, -0.66370], [-2.22537, -1.99677, -1.11146], [-2.02141, -3.02269, -1.94296], [-0.75648, -3.43749, -2.44805], [-0.70541, -4.52377, -3.26041], [-1.88415, -5.24289, -3.62660], [-3.10827, -4.88968, -3.15562], [-3.20848, -3.77056, -2.28218], [-4.33638, -3.35869, -1.71030], [0.14477, -2.92961, -2.13353], [0.25916, -4.87780, -3.60419], [-1.79225, -6.10857, -4.27107], [-4.00047, -5.45304, -3.39583], [-2.01775, -0.14441, -5.62557], [-1.06311, -0.26244, -4.53879], [0.28168, -0.53107, -4.65000], [0.76880, -0.53692, -3.37920], [-0.24819, -0.27570, -2.49349], [-1.32935, -0.11108, -3.22148], [-1.48463, -0.19559, -6.57129], [-2.53878, 0.80633, -5.55796], [-2.74813, -0.95245, -5.58622], [0.75418, -0.68792, -5.60543], [1.77897, -0.70024, -3.03454], [-2.31510, 0.10305, -2.84007]],
  "lumo_ev": 1.18,
  "homo_lumo_gap_ev": 5.48,
  "total_charge": -1,
  "homo_energy_ev": -4.300,
  "e_tot_ha": -11342.6619,
  "de_lowest_kj_mol": 129.3
}